Formula: C38H52BBrF2N4ORuS8Si
Source: OMol25
Level of theory: ωB97M-V with the def2-TZVPD basis set

## Properties
Spin multiplicity: 2
Maximum force in eV/Å: 0.54
Highest occupied orbital energy (alpha / beta) in eV: -2.19 / -3.65
Net charge: -1
Orbital gap (alpha / beta) in Eh: 0.150 / 0.204
<S²>: 0.846

CARTESIAN COORDINATES (ANGSTROEM)
1 Ru -0.92 -1.11 -0.98
2 S -5.59 -5.77 -3.96
3 C -4.53 -4.69 -3.29
4 S -2.96 -4.37 -3.91
5 C -2.47 -3.17 -2.74
6 C -3.37 -2.89 -1.78
7 S -3.09 -1.71 -0.52
8 S -4.87 -3.77 -1.87
9 S -0.91 -2.40 -2.88
10 N 2.72 -2.34 4.00
11 C 2.03 -2.72 3.16
12 C 1.18 -3.20 2.11
13 C 0.89 -4.59 1.96
14 C 0.02 -4.90 0.91
15 C -0.48 -3.94 0.07
16 N -0.15 -2.58 0.20
17 C 0.64 -2.28 1.25
18 H 1.29 -5.34 2.63
19 H -0.29 -5.93 0.74
20 H -1.16 -4.17 -0.73
21 H 0.85 -1.22 1.40
22 C -2.40 4.03 4.35
23 C -1.81 3.40 3.08
24 C -0.39 3.95 2.87
25 C -2.64 3.87 1.87
26 Si -1.74 1.48 3.25
27 Br -1.45 0.79 1.10
28 C -0.22 0.87 4.23
29 C -0.34 -0.64 4.49
30 C 1.11 1.10 3.47
31 C -0.11 1.56 5.60
32 C -3.41 0.68 3.76
33 C -3.62 0.80 5.28
34 C -4.58 1.37 3.05
35 C -3.49 -0.81 3.38
36 H -2.32 5.12 4.27
37 H -1.86 3.73 5.25
38 H -3.45 3.79 4.48
39 H -0.46 5.02 2.64
40 H 0.11 3.47 2.03
41 H 0.23 3.84 3.75
42 H -2.64 4.97 1.87
43 H -3.68 3.54 1.91
44 H -2.21 3.53 0.93
45 H -0.48 -1.21 3.56
46 H -1.17 -0.88 5.15
47 H 0.57 -1.00 4.95
48 H 1.04 0.87 2.41
49 H 1.87 0.44 3.89
50 H 1.46 2.12 3.57
51 H -0.99 1.41 6.22
52 H 0.07 2.64 5.51
53 H 0.75 1.14 6.14
54 H -3.58 1.83 5.64
55 H -2.89 0.21 5.85
56 H -4.61 0.41 5.53
57 H -4.71 2.41 3.36
58 H -5.50 0.84 3.31
59 H -4.47 1.34 1.97
60 H -2.75 -1.42 3.88
61 H -3.38 -0.96 2.30
62 H -4.48 -1.18 3.66
63 F 3.52 -0.42 -0.10
64 B 2.51 -0.13 -0.90
65 F 1.58 0.71 -0.43
66 O 2.39 -0.50 -2.19
67 C 3.42 -1.19 -2.97
68 C 2.73 -1.71 -4.21
69 C 1.72 -1.13 -4.92
70 C 1.38 -1.86 -6.08
71 C 2.15 -2.97 -6.24
72 S 3.26 -3.16 -4.97
73 C 4.03 -2.33 -2.19
74 C 3.35 -3.38 -1.66
75 C 4.20 -4.27 -0.95
76 C 5.50 -3.87 -0.97
77 S 5.70 -2.41 -1.83
78 C 4.46 -0.15 -3.36
79 C 4.82 0.99 -2.70
80 C 5.86 1.70 -3.35
81 C 6.27 1.09 -4.49
82 S 5.40 -0.35 -4.79
83 H 1.20 -0.24 -4.60
84 H 0.57 -1.59 -6.75
85 H 2.08 -3.71 -7.02
86 H 2.28 -3.51 -1.76
87 H 3.85 -5.15 -0.44
88 H 6.35 -4.35 -0.52
89 H 4.37 1.33 -1.78
90 H 6.28 2.63 -2.98
91 H 7.04 1.40 -5.17
92 C 0.60 2.64 -4.46
93 C -0.54 2.47 -3.47
94 C -1.87 2.85 -4.12
95 C -0.29 3.34 -2.23
96 N -0.56 1.03 -3.16
97 N -1.51 0.64 -2.17
98 H 0.69 3.69 -4.76
99 H 0.43 2.03 -5.35
100 H 1.55 2.33 -4.02
101 H -1.84 3.89 -4.45
102 H -2.70 2.75 -3.43
103 H -2.06 2.21 -4.99
104 H -0.14 4.38 -2.52
105 H 0.61 3.00 -1.71
106 H -1.12 3.32 -1.53
107 H 0.35 0.76 -2.79
108 H -2.41 0.45 -2.60
109 H -1.64 1.38 -1.48

---

Formula: C42H59Br2N8O3RbSeSi
Source: OMol25
Level of theory: ωB97M-V with the def2-TZVPD basis set

## Properties
Spin multiplicity: 1
Maximum force in eV/Å: 0.13
Highest occupied orbital energy in eV: -6.25
Net charge: 0
Orbital gap in Eh: 0.231

CARTESIAN COORDINATES (ANGSTROEM)
1 Rb 0.10 -0.07 0.05
2 C -3.44 -1.24 4.14
3 N -2.94 0.12 4.10
4 C -2.92 0.83 5.36
5 C -2.24 0.52 3.01
6 O -2.09 -0.18 2.02
7 C -1.65 1.92 3.08
8 O -0.96 2.21 1.89
9 C -0.36 3.47 1.94
10 C 0.53 3.63 0.71
11 O 0.62 2.74 -0.11
12 N 1.19 4.81 0.60
13 C 1.18 5.85 1.61
14 C 2.14 4.99 -0.48
15 H -4.42 -1.25 4.62
16 H -2.76 -1.90 4.69
17 H -3.54 -1.61 3.12
18 H -3.83 0.59 5.91
19 H -2.90 1.91 5.22
20 H -2.06 0.53 5.97
21 H -0.96 1.98 3.94
22 H -2.46 2.65 3.25
23 H 0.25 3.58 2.84
24 H -1.12 4.26 1.96
25 H 0.27 5.82 2.20
26 H 1.21 6.82 1.11
27 H 2.04 5.78 2.28
28 H 2.16 4.09 -1.09
29 H 3.14 5.18 -0.08
30 H 1.85 5.84 -1.11
31 C 1.58 -3.86 -1.94
32 C 1.55 -3.91 -0.44
33 C 1.45 -5.11 0.24
34 C 1.41 -5.06 1.64
35 C 1.47 -3.86 2.28
36 C 1.60 -2.63 1.54
37 N 1.61 -2.72 0.17
38 N 1.68 -1.43 2.08
39 Si 1.85 -0.91 3.67
40 C 3.41 -1.51 4.53
41 C 0.39 -1.33 4.81
42 C 1.92 0.98 3.60
43 H 2.55 -3.50 -2.29
44 H 0.82 -3.17 -2.32
45 H 1.41 -4.85 -2.38
46 H 1.42 -6.05 -0.30
47 H 1.32 -5.98 2.21
48 H 1.43 -3.81 3.37
49 H 3.42 -2.60 4.61
50 H 3.51 -1.10 5.53
51 H 4.29 -1.22 3.95
52 H 0.31 -2.40 5.01
53 H -0.55 -1.01 4.34
54 H 0.50 -0.81 5.77
55 H 2.85 1.30 3.12
56 H 1.85 1.45 4.58
57 H 1.09 1.34 2.97
58 Br 6.02 0.16 -4.74
59 C 4.54 0.14 -3.57
60 C 4.52 -0.70 -2.47
61 C 3.40 -0.67 -1.66
62 N 2.35 0.11 -1.89
63 C 2.39 0.93 -2.94
64 C 3.47 0.98 -3.82
65 C 1.21 1.82 -3.13
66 C 1.38 3.13 -3.55
67 C 0.25 3.93 -3.64
68 Br 0.43 5.74 -4.14
69 C -0.99 3.41 -3.34
70 C -1.05 2.08 -2.95
71 N 0.02 1.30 -2.84
72 H 5.35 -1.36 -2.26
73 H 3.31 -1.32 -0.79
74 H 3.46 1.63 -4.68
75 H 2.36 3.53 -3.76
76 H -1.89 4.01 -3.41
77 H -2.00 1.61 -2.71
78 C -6.69 -0.87 -3.77
79 C -6.25 -2.33 -3.66
80 C -5.21 -2.72 -4.70
81 C -3.82 -2.14 -4.43
82 N -3.18 -2.76 -3.27
83 C -2.99 -2.18 -2.05
84 Se -3.53 -0.50 -1.55
85 N -2.36 -3.09 -1.28
86 C -1.98 -2.90 0.12
87 C -2.78 -3.74 1.11
88 C -4.28 -3.45 1.11
89 C -5.08 -4.17 0.03
90 C -2.12 -4.25 -2.00
91 C -1.50 -5.44 -1.66
92 C -1.41 -6.41 -2.65
93 C -1.93 -6.19 -3.93
94 C -2.55 -5.00 -4.27
95 C -2.64 -4.04 -3.27
96 H -7.45 -0.64 -3.03
97 H -7.11 -0.67 -4.76
98 H -5.86 -0.20 -3.60
99 H -7.12 -2.98 -3.77
100 H -5.86 -2.51 -2.65
101 H -5.53 -2.38 -5.69
102 H -5.13 -3.81 -4.75
103 H -3.86 -1.07 -4.23
104 H -3.16 -2.30 -5.29
105 H -2.16 -1.85 0.33
106 H -0.91 -3.11 0.21
107 H -2.35 -3.51 2.09
108 H -2.61 -4.80 0.94
109 H -4.44 -2.37 1.02
110 H -4.69 -3.74 2.09
111 H -4.82 -3.82 -0.97
112 H -6.15 -4.01 0.16
113 H -4.89 -5.25 0.06
114 H -1.07 -5.59 -0.69
115 H -0.92 -7.35 -2.43
116 H -1.83 -6.97 -4.68
117 H -2.95 -4.83 -5.26

---

Formula: C5H14N2O
Source: OMol25
Level of theory: ωB97M-V with the def2-TZVPD basis set

## Properties
Spin multiplicity: 1
Maximum force in eV/Å: 4.32
Highest occupied orbital energy in eV: -8.50
Net charge: 0
Orbital gap in Eh: 0.333

CARTESIAN COORDINATES (ANGSTROEM)
1 N 1.85 1.44 1.98
2 C 0.78 0.59 1.49
3 C -0.28 1.15 0.94
4 C -1.48 0.26 0.43
5 C -1.44 0.38 -1.20
6 C -0.05 -0.12 -1.67
7 N -0.03 0.10 -3.08
8 H 2.71 1.08 1.61
9 H 1.88 1.40 2.98
10 H 0.90 -0.52 1.45
11 H -0.50 2.20 0.77
12 H -2.35 0.66 0.85
13 H -1.09 -0.66 0.87
14 H -2.35 -0.08 -1.59
15 H -1.52 1.47 -1.32
16 H 0.32 -1.07 -1.25
17 H 0.60 0.53 -1.05
18 H 0.84 -0.12 -3.52
19 H -0.83 -0.04 -3.65
20 O 0.40 -2.66 1.81
21 H 1.27 -2.37 1.52
22 H 0.36 -3.62 1.63

---

Values for ΔE to the lowest compared entry with this formula, charge and spin, kcal/mol, ordered as above
2.44 3.24 77.18